74
Properties=species:S:1:pos:R:3:forces:R:3 method="wB97M-V/def2-TZVPD" e_homo_ev="-19.53 / -19.30" s2=4.212 largest_force_ev_per_a=6.0 total_charge=+4 e_above_lowest_kj_mol=0.0 spin_multiplicity=4
Re -0.048098 -0.053674 -0.052088 -2.7029 5.2681 -1.1300
P -1.765564 -1.557713 0.316699 -2.7667 -3.9106 0.9569
P 1.160442 -0.663483 1.742031 2.5497 -0.8695 3.4073
P 1.235554 -1.358491 -1.504048 1.8249 -1.3832 -1.9830
H -0.777647 6.391946 -7.143641 -0.0277 -0.2807 -0.1502
C -0.847456 5.485734 -7.756482 3.5216 1.8593 0.6650
C -2.035703 4.939631 -8.064793 -3.6317 -1.4914 -1.1299
H -2.975484 5.376632 -7.707794 0.2737 -0.1328 -0.0846
C -3.309009 -0.877774 1.038600 -0.1277 0.5340 0.0241
C -1.561075 -3.050908 1.377901 0.1039 0.0487 -0.0843
C -2.416596 -2.247662 -1.248648 0.1338 0.1251 -0.2296
C 2.767138 0.210757 1.894487 -0.1970 0.1897 -0.1886
C 0.547523 -0.372557 3.452159 -0.2924 0.2315 -0.1321
C 1.716259 -2.403838 1.977785 -0.2529 -0.2521 -0.3817
C 0.749200 -1.322112 -3.276973 -0.4340 0.3513 0.1086
C 1.439506 -3.182536 -1.330232 -0.1640 -0.0395 0.2991
C 2.966944 -0.769064 -1.640461 -0.0084 0.1856 0.1358
H 0.089541 5.077588 -8.152472 -0.2728 0.0994 0.1142
H -2.111350 4.063010 -8.718450 0.0290 0.2432 0.1965
H -3.566291 0.073530 0.552232 -0.0071 -0.3118 0.0931
H -3.178833 -0.713068 2.117322 0.0043 -0.2175 -0.2906
H -4.125677 -1.598895 0.882232 0.3189 0.1502 0.0919
H -1.309748 -2.756295 2.406766 -0.0569 -0.0903 -0.2967
H -0.771488 -3.706678 0.989372 -0.2228 0.1589 0.1366
H -2.509665 -3.610665 1.395126 0.2990 0.2138 -0.0408
H -2.789948 -1.422317 -1.873113 0.1026 -0.2960 0.1382
H -3.242955 -2.939132 -1.021747 0.2919 0.2041 -0.0725
H -1.623975 -2.783045 -1.788184 -0.2858 0.0695 0.0894
H 3.243507 -0.073586 2.840484 -0.0853 0.0273 -0.2305
H 2.584241 1.291140 1.884646 0.1392 -0.1625 -0.0007
H 3.422754 -0.041681 1.055974 -0.0793 0.1022 0.2041
H 1.220096 -0.888784 4.148051 -0.1181 0.1386 -0.1726
H -0.463185 -0.772203 3.589026 0.0944 0.0426 0.0173
H 0.551931 0.698486 3.685024 0.0154 -0.3647 -0.0192
H 2.793069 -2.406924 2.181067 -0.2217 -0.0040 0.0191
H 1.525490 -3.026970 1.102282 0.0581 0.0818 0.3128
H 1.188900 -2.839362 2.833519 0.1573 0.0405 -0.1958
H 1.265115 -2.148288 -3.784354 -0.1216 0.3554 0.1144
H 1.048696 -0.371607 -3.734028 -0.0789 -0.1699 0.0596
H -0.333746 -1.447986 -3.394417 0.2253 -0.0198 -0.0661
H 1.625342 -3.612492 -2.325130 -0.0258 0.1874 0.3626
H 0.529485 -3.644370 -0.923672 0.3008 0.0024 -0.0903
H 2.297112 -3.415330 -0.687512 -0.2679 0.0007 -0.1715
H 3.402309 -1.132244 -2.582122 -0.1103 -0.0399 0.3157
H 3.563543 -1.128334 -0.793230 -0.0910 0.0623 -0.2610
H 2.974021 0.328553 -1.645212 0.0571 -0.2866 -0.0116
C -0.718362 1.634431 -2.693958 -0.3261 -0.8728 0.7368
C 0.357994 2.570399 -2.644532 0.3317 0.1318 -0.3241
C 0.686448 3.283799 -3.784903 0.4830 0.1572 1.2372
C -0.083779 3.173224 -4.940407 -0.2226 -0.1203 -0.2336
C -1.175828 2.298641 -4.985453 -0.6923 -0.4381 0.3244
C -1.527327 1.551244 -3.871476 0.0681 0.2001 -0.6025
O -0.957558 0.784847 -1.726162 0.3701 1.1388 -1.2153
H 1.160248 1.120015 -0.201289 1.2002 -0.1251 0.0780
H 0.913902 2.668975 -1.710811 -0.0554 0.0013 -0.3775
H 1.549780 3.950859 -3.745394 -0.3163 -0.1282 -0.0997
H 0.154698 3.788494 -5.808324 0.0972 -0.2543 0.2183
H -1.770052 2.207562 -5.894928 0.1400 -0.0266 0.2635
H -2.376912 0.867364 -3.865059 0.2442 0.1970 -0.1034
S -1.376140 1.843753 0.881814 0.7172 -1.1024 -1.4115
C -1.370536 2.122387 2.583389 0.3959 0.8469 2.5837
N -2.405854 1.728928 3.334773 0.8443 -0.7598 -1.3224
C -2.302294 1.763846 4.789836 -0.0403 0.0722 0.7187
C -1.710637 3.103039 5.181320 -0.4657 0.5010 0.2428
C -0.371122 3.329788 4.526457 0.5702 0.0215 0.6212
N -0.368358 2.811981 3.155874 -0.6767 -0.5810 -1.8105
H -3.043851 1.065810 2.896626 0.0252 0.5486 0.2556
H -1.663973 0.937622 5.152842 -0.3004 0.1908 -0.2175
H -3.307284 1.651350 5.202533 0.1752 -0.0526 -0.0616
H -1.614950 3.179739 6.270466 0.0329 -0.0658 -0.2658
H -2.392736 3.898307 4.869715 -0.0791 -0.0989 0.0744
H 0.421657 2.823685 5.097971 -0.0846 0.1463 -0.2793
H -0.133680 4.397744 4.477641 0.0097 -0.2224 0.0419
H 0.369178 3.103225 2.510957 -0.2961 0.0441 0.4801